The following is a DFT calculation (ωB97M-V/def2-TZVPD) of an isolated ion of composition C6H12N and charge +1.

Properties
total charge = +1
HOMO level = -13.378 eV
E_tot = -290.0828 hartree
spin multiplicity = 1

Atoms and positions in Å:
H1 1.6772 1.6050 -1.6717
H2 1.9036 -1.1660 0.6652
C1 -2.0157 -0.3878 -0.2723
C2 -0.7281 0.6246 -0.6466
H3 0.4637 -1.7391 -0.5387
C3 0.8545 -1.0117 0.2761
H4 0.5315 2.2450 0.7678
H5 0.2333 -1.1160 1.2595
H6 -3.1253 -2.3332 -0.3893
N1 0.5863 0.3683 -0.1206
H7 -3.6008 -1.1951 1.0886
H8 1.4275 1.0667 1.7273
C4 0.6226 1.2255 1.0950
H9 1.2956 -0.1015 -1.9735
H10 -1.0484 1.5547 -0.9316
H11 -0.2157 0.7916 1.5658
C5 1.5363 0.5956 -1.2298
C6 -2.9924 -1.3878 0.1770
H12 2.5945 0.3612 -0.8483